DFT (the ωB97M-V functional and the def2-TZVPD basis) results for a single C7H9NO2 molecule in a non-equilibrium geometry.

XYZ file:
```
19
C7H9NO2 the ωB97M-V functional and the def2-TZVPD basis
O 1.3592 -1.9992 -1.2890
O 2.0193 -0.2417 0.8929
N 0.8664 0.3178 0.5594
C 0.3143 1.4326 1.1079
C -0.8310 1.7624 0.3986
C -2.1653 0.6106 -1.4981
C 1.8709 -1.4246 1.5216
C 0.1194 -0.0590 -0.5310
C 0.4424 -1.1613 -1.3378
C -1.0000 0.8004 -0.6150
H -2.1550 -0.0755 -2.2668
H 1.0651 -1.9398 1.1735
H -0.3094 -1.2842 -2.2143
H -2.6093 1.5933 -1.6985
H -2.9641 0.2739 -0.8783
H 1.6636 -1.2312 2.6879
H 2.8574 -1.9244 1.4043
H 0.8443 1.9278 1.8804
H -1.3881 2.6223 0.7022
```

Values from the calculation:
ΔE to the lowest compared entry with this formula, charge and spin = 370.66 kJ/mol
Electronic energy = -12986.65356 eV
Kohn-Sham gap = 9.2644 eV
Charge = 0

***

DFT (the ωB97M-V functional and the def2-TZVPD basis) results for a molecular structure, C16H26AsCl2N2OSTl.

XYZ file:
```
50
C16H26AsCl2N2OSTl the ωB97M-V functional and the def2-TZVPD basis
Tl -0.0557 0.0489 -0.0402
As 1.6352 -0.2148 -3.3667
Cl -5.6322 -0.0537 -0.3321
Cl -3.1083 -1.5645 -0.6182
S -1.4828 3.5801 -4.3653
O 1.8916 0.2921 -1.8034
N 0.9066 -2.6439 -2.0785
N -1.9537 1.7400 -2.2387
C 1.0725 -0.5332 2.6132
C -1.1321 2.4502 3.1345
C 2.9299 -1.4380 -4.0805
C 2.0073 1.8752 2.7452
C -0.4656 -2.6200 2.6732
C -0.1296 -0.6304 -3.9874
C -2.6137 -0.3183 3.1905
C -1.7724 2.4926 -3.1099
C -0.1963 -1.1453 2.7174
C 0.3321 -2.7142 -1.0623
C 0.8969 0.8665 2.7421
C 2.3782 -1.2538 2.4587
C -0.4778 1.1146 2.9317
C -1.1527 -0.1260 2.9114
C 2.0238 1.3586 -4.4350
C -3.8310 0.0032 -0.2975
H -0.4013 3.2608 3.0849
H -0.8370 -0.2205 -3.2683
H 1.6573 2.8715 2.4633
H 3.0862 -0.6988 1.8359
H -0.2600 -1.7053 -4.0512
H 2.7488 -2.4397 -3.7065
H 2.7953 1.6123 2.0336
H -3.5456 0.3151 0.6991
H -0.2582 -0.1216 -4.9425
H -3.0412 -1.1486 2.6193
H 2.0196 1.1185 -5.4996
H 2.4925 1.9735 3.7272
H 0.0315 -3.0998 1.8259
H 3.9012 -1.0697 -3.7494
H 2.2372 -2.2245 1.9773
H -3.4898 0.6963 -1.0604
H 2.8685 -1.3916 -5.1681
H 1.2602 2.1102 -4.2304
H -2.8265 -0.5286 4.2487
H 2.8825 -1.4406 3.4185
H -1.5328 -2.8240 2.5557
H -3.1930 0.5773 2.9420
H -0.1413 -3.1355 3.5881
H -1.8932 2.6709 2.3773
H 2.9978 1.7433 -4.1329
H -1.6290 2.5332 4.1104
```

Values from the calculation:
ΔE to the lowest compared entry with this formula, charge and spin = 72.16 kJ/mol
Electronic energy = -123454.58154 eV
Kohn-Sham gap = 5.7910 eV
Charge = -2

***

Which formula does entry 1 have? C7H9NO2